# 1
137
Properties=species:S:1:pos:R:3 method="wB97M-V/def2-TZVPD" gap_ev="3.539 / 6.047" spin_multiplicity=2 lumo_energy_ev="-0.41 / -0.41" energy_ha=-7822.679928
Cl -34.58 32.96 35.02
Cl -37.26 32.47 33.43
Cl -35.18 27.59 24.81
Cl -41.82 32.39 30.86
Cl -38.47 24.09 34.48
Cl -41.19 25.98 34.69
Cl -39.18 29.07 31.49
Cl -33.13 28.97 36.51
Cl -36.55 26.25 27.56
Cl -39.37 28.65 37.89
Cl -30.10 29.01 35.17
Cl -37.44 28.96 34.91
O -37.39 21.09 30.34
O -32.72 30.92 28.34
O -34.43 36.22 33.03
O -35.52 34.18 28.06
O -35.34 37.97 30.82
O -31.57 26.90 29.22
O -32.92 24.24 29.07
O -35.67 31.07 28.21
O -37.22 18.96 32.65
O -35.07 32.41 30.30
N -34.92 28.06 31.12
C -39.82 30.71 31.44
C -40.08 23.72 33.75
C -41.14 30.77 30.67
C -35.40 25.48 31.00
C -39.87 29.05 36.17
C -35.30 36.04 29.46
C -37.27 20.25 33.22
C -33.63 27.79 31.93
C -36.01 32.19 35.67
C -37.69 18.81 31.35
C -35.08 36.62 30.64
C -34.84 33.78 30.41
C -37.06 30.68 27.86
C -39.11 28.31 35.13
C -33.12 29.11 32.26
C -34.80 31.07 27.05
C -32.22 27.47 36.11
C -30.78 27.77 36.28
C -37.08 19.70 30.27
C -36.91 27.55 25.19
C -33.82 23.25 28.72
C -35.39 29.43 31.71
C -35.24 34.59 29.17
C -34.61 34.35 31.62
C -32.59 25.08 27.93
C -37.20 32.98 35.11
C -34.32 29.98 32.66
C -31.44 31.45 28.68
C -38.59 21.45 29.69
C -37.39 26.34 25.98
C -30.51 27.79 29.44
C -31.36 25.99 28.18
C -40.78 24.95 33.28
C -33.37 31.60 27.34
C -36.43 24.44 31.35
C -34.60 28.31 29.59
C -34.69 35.80 31.87
C -35.94 26.91 31.37
H -37.07 20.08 34.28
H -34.95 25.42 30.02
H -38.13 32.68 35.60
H -37.12 34.06 35.10
H -32.62 29.57 31.41
H -35.48 28.50 28.96
H -35.99 31.17 35.28
H -33.41 25.69 27.56
H -35.93 32.11 36.75
H -40.06 31.09 32.43
H -33.81 29.03 29.41
H -33.27 32.66 27.60
H -37.18 29.63 27.57
H -35.13 31.68 26.21
H -38.66 22.54 29.77
H -40.22 25.53 32.55
H -40.96 28.99 36.19
H -37.16 25.40 25.49
H -36.14 27.02 32.43
H -32.87 31.71 26.38
H -37.61 30.86 28.78
H -31.20 26.66 27.33
H -34.71 29.84 33.67
H -35.99 23.44 31.37
H -33.45 22.46 28.07
H -37.33 19.30 29.28
H -37.79 17.77 31.03
H -39.52 30.08 36.08
H -41.77 24.85 32.84
H -33.93 27.33 32.87
H -39.45 21.13 30.28
H -39.55 28.37 34.13
H -34.75 23.52 28.22
H -37.29 24.41 30.68
H -29.64 27.37 29.94
H -30.96 32.06 27.91
H -38.97 27.26 35.37
H -30.68 30.68 28.79
H -39.88 23.01 32.94
H -36.00 19.63 30.29
H -34.85 30.02 26.77
H -30.44 25.42 28.28
H -38.71 21.18 28.64
H -37.54 31.27 27.08
H -35.39 32.22 29.42
H -31.58 32.12 29.53
H -36.87 27.17 30.86
H -40.76 23.18 34.41
H -36.36 29.27 32.20
H -36.68 24.50 32.40
H -35.03 38.30 31.67
H -37.39 27.56 24.21
H -30.23 26.85 36.11
H -32.24 24.45 27.12
H -30.88 28.54 30.14
H -39.04 31.31 30.96
H -32.37 29.01 33.04
H -34.41 33.65 32.41
H -32.57 26.59 36.65
H -32.45 27.22 35.07
H -41.96 30.14 31.01
H -34.57 25.40 31.71
H -35.52 30.07 30.84
H -37.18 28.50 25.67
H -38.20 20.80 33.12
H -34.23 31.05 32.51
H -34.11 27.40 29.25
H -38.46 26.37 26.17
H -34.15 22.77 29.65
H -33.05 27.14 31.28
H -40.92 30.53 29.63
H -36.48 20.89 32.83
H -30.15 28.23 28.51
H -35.59 36.70 28.64
H -30.62 28.03 37.33
H -38.74 19.09 31.37

---

# 2
140
Properties=species:S:1:pos:R:3 method="wB97M-V/def2-TZVPD" gap_ev=10.617 smiles="CCOC(=O)OC.CCOC(=O)OC.CCOC(=O)OC.CCOC(=O)OC.CCOC(C)=O.CCOC(C)=O.CCOC(C)=O.CCOC(C)=O.CCOC(C)=O.ClCCl.ClCCl" spin_multiplicity=1 lumo_energy_ev=0.42 energy_ha=-4989.500535
Cl -23.72 -24.66 21.31
Cl -22.03 -27.20 19.14
Cl -26.22 -26.35 20.91
Cl -23.56 -28.37 17.07
O -24.17 -27.33 24.29
O -18.36 -20.75 16.99
O -20.65 -24.49 16.32
O -19.29 -26.38 16.90
O -28.20 -24.86 26.03
O -25.41 -25.79 17.20
O -28.59 -20.93 18.90
O -26.56 -25.75 15.26
O -17.86 -26.85 21.21
O -17.06 -25.94 23.16
O -23.17 -21.00 23.73
O -25.56 -29.21 24.67
O -29.31 -30.84 19.35
O -27.46 -29.39 19.17
O -26.47 -21.04 19.69
O -22.28 -20.25 25.64
O -19.87 -24.62 18.34
O -29.47 -28.61 18.81
O -18.19 -19.64 15.01
O -29.65 -25.97 24.64
O -28.17 -22.17 20.67
O -20.16 -20.22 15.61
C -18.87 -20.25 15.99
C -30.83 -28.52 19.19
C -22.01 -28.44 17.91
C -24.34 -25.12 16.59
C -30.51 -24.68 26.46
C -28.22 -19.99 17.93
C -29.34 -25.22 25.72
C -14.79 -25.65 24.08
C -27.29 -22.72 21.65
C -15.68 -26.27 22.97
C -26.47 -26.09 16.44
C -23.10 -22.45 25.58
C -28.64 -26.56 23.74
C -18.00 -26.34 22.30
C -21.18 -24.87 15.02
C -24.42 -23.70 17.12
C -29.46 -27.36 22.75
C -19.91 -25.28 17.13
C -22.79 -19.87 22.93
C -27.57 -26.75 17.18
C -16.76 -19.57 15.07
C -25.23 -28.02 24.93
C -27.01 -21.76 22.79
C -22.75 -21.13 24.98
C -19.19 -25.19 19.42
C -28.81 -29.77 19.19
C -25.89 -27.12 26.01
C -24.91 -25.39 20.21
C -22.39 -20.29 21.53
C -27.08 -30.05 21.43
C -26.59 -30.19 19.99
C -22.24 -28.61 23.93
C -19.41 -26.17 22.91
C -27.66 -21.35 19.76
C -23.41 -27.93 23.25
C -21.73 -20.18 17.60
C -20.08 -25.22 14.02
C -21.08 -20.95 16.43
H -26.58 -31.25 19.74
H -22.02 -19.19 23.29
H -26.51 -22.23 23.64
H -16.28 -19.64 16.05
H -23.02 -27.16 22.58
H -14.85 -24.57 23.97
H -15.43 -27.34 22.92
H -25.39 -23.20 17.13
H -25.01 -26.70 26.49
H -19.58 -26.12 19.83
H -26.43 -30.72 22.00
H -27.27 -20.07 17.39
H -29.04 -19.99 17.21
H -25.34 -24.52 19.72
H -22.41 -20.82 18.15
H -23.95 -22.46 26.26
H -15.48 -25.82 22.00
H -26.48 -26.30 25.60
H -28.50 -26.18 17.19
H -24.02 -23.63 18.14
H -21.60 -27.98 24.55
H -23.32 -20.37 20.96
H -21.77 -21.18 21.46
H -21.84 -19.51 21.02
H -22.29 -19.30 17.28
H -16.35 -20.44 14.56
H -23.43 -25.64 16.92
H -28.75 -27.52 21.94
H -28.09 -30.40 21.62
H -31.37 -28.90 18.33
H -27.97 -21.39 23.18
H -19.50 -24.38 13.63
H -23.23 -23.19 24.79
H -24.35 -25.08 15.50
H -19.11 -24.43 20.20
H -27.74 -27.75 16.78
H -21.16 -28.26 17.25
H -25.56 -29.82 19.99
H -26.36 -20.96 22.44
H -22.46 -29.55 24.43
H -27.56 -23.71 22.02
H -19.82 -25.19 22.66
H -28.33 -18.98 18.33
H -30.26 -26.78 22.29
H -22.26 -22.74 26.21
H -26.66 -27.54 26.66
H -31.28 -25.17 25.86
H -20.65 -21.80 16.96
H -26.35 -23.11 21.24
H -24.35 -26.00 19.50
H -20.97 -19.90 18.33
H -28.07 -25.80 23.20
H -21.66 -28.92 23.07
H -29.97 -28.28 23.04
H -15.02 -25.92 25.11
H -30.74 -23.61 26.41
H -13.74 -25.93 23.95
H -18.12 -25.37 19.31
H -19.38 -25.97 14.38
H -30.67 -25.06 27.47
H -26.93 -29.06 21.87
H -20.16 -26.80 22.44
H -20.52 -25.64 13.12
H -21.79 -29.40 18.37
H -21.79 -25.77 15.08
H -16.18 -18.80 14.56
H -30.98 -27.46 19.41
H -27.97 -27.12 24.39
H -23.58 -19.12 22.84
H -31.07 -29.07 20.10
H -21.90 -24.13 14.66
H -21.88 -21.29 15.77
H -27.21 -26.93 18.19
H -19.50 -26.38 23.98
H -23.69 -23.13 16.53
H -24.00 -28.63 22.66

---

# 3
153
Properties=species:S:1:pos:R:3 method="wB97M-V/def2-TZVPD" gap_ev=9.868 smiles="O=S1(=O)CCCC1.O=S1(=O)CCCC1.O=S1(=O)CCCC1.O=S1(=O)CCCC1.O=S1(=O)CCCC1.O=S1(=O)CCCC1.O=S1(=O)CCCC1.O=S1(=O)CCCC1.O=S1(=O)OCCO1.O=S1(=O)OCCO1.O=S1(=O)OCCO1" spin_multiplicity=1 lumo_energy_ev=-0.16 energy_ha=-7980.055860
S 12.67 2.73 24.63
S 5.99 4.25 19.83
S 16.25 -1.65 24.60
S 14.77 2.72 19.09
S 16.17 4.15 27.19
S 10.77 -1.08 21.89
S 7.17 1.44 25.85
S 13.47 6.32 30.12
S 4.80 6.92 25.57
S 14.50 7.53 23.63
S 11.27 1.95 29.34
O 15.50 -1.48 23.15
O 11.62 1.19 28.18
O 15.19 8.80 23.63
O 4.80 4.09 19.02
O 17.55 -2.21 24.41
O 13.44 5.81 28.55
O 12.98 5.30 30.99
O 10.72 0.94 30.45
O 16.32 -0.05 24.80
O 9.96 0.12 21.85
O 6.73 5.47 19.64
O 12.55 2.35 30.25
O 7.81 2.53 25.15
O 12.92 1.66 25.57
O 13.28 7.34 24.41
O 14.91 4.43 26.54
O 10.40 3.06 29.14
O 15.59 1.84 19.90
O 14.75 6.86 30.45
O 15.30 -2.20 25.52
O 4.37 6.92 24.17
O 17.30 5.00 26.88
O 15.34 3.92 18.47
O 5.75 1.43 26.10
O 3.87 6.68 26.64
O 12.35 7.48 29.89
O 13.60 2.99 23.55
O 11.07 -1.80 20.68
C 6.05 8.30 25.93
C 7.38 6.29 25.32
C 15.92 3.87 28.95
C 12.77 1.11 18.50
C 12.22 2.00 19.61
C 16.59 2.35 26.96
C 10.26 -2.30 23.15
C 7.90 1.17 27.47
C 17.37 1.94 28.20
C 13.05 1.21 30.89
C 12.63 -1.60 23.78
C 15.40 6.18 21.49
C 10.69 4.52 25.33
C 11.81 0.29 31.13
C 6.08 5.63 25.70
C 12.91 6.82 27.72
C 7.99 -1.13 26.44
C 12.26 -0.58 22.74
C 13.92 1.82 17.77
C 5.59 3.96 21.61
C 6.71 3.01 22.03
C 10.35 3.92 23.96
C 8.67 -0.12 27.43
C 16.71 2.60 29.42
C 12.19 4.25 25.51
C 14.22 7.12 21.87
C 13.23 3.12 19.98
C 15.68 6.21 23.99
C 11.02 2.58 23.82
C 7.41 7.62 26.04
C 16.29 5.80 22.66
C 16.11 -0.38 22.48
C 16.28 0.68 23.60
C 12.52 8.04 28.58
C 7.14 2.05 20.92
C 7.04 2.81 19.58
C 7.54 -0.26 25.26
C 11.29 -2.23 24.29
H 6.19 8.90 25.03
H 6.39 2.42 22.90
H 15.99 6.79 20.80
H 12.91 5.07 25.43
H 12.85 4.01 19.47
H 10.41 5.57 25.28
H 11.56 0.08 32.16
H 4.59 3.54 21.57
H 12.03 0.68 17.83
H 11.89 -0.64 30.56
H 7.68 7.46 27.09
H 15.40 -0.09 21.71
H 9.24 -2.24 23.52
H 8.19 8.32 25.74
H 13.48 3.34 21.02
H 5.72 4.70 25.26
H 18.43 2.19 28.19
H 7.54 6.39 24.24
H 17.30 0.86 28.27
H 6.67 -0.63 24.72
H 9.26 3.83 23.91
H 15.06 5.35 24.27
H 10.11 4.00 26.09
H 17.05 2.19 25.99
H 11.92 0.23 23.40
H 11.14 2.27 22.78
H 10.88 -1.63 25.11
H 14.90 3.48 28.92
H 14.04 8.05 21.35
H 8.26 5.73 25.64
H 13.56 7.03 26.87
H 7.59 3.58 22.36
H 7.96 3.26 19.22
H 7.14 1.18 28.25
H 11.46 -3.21 24.74
H 5.61 4.92 22.12
H 15.63 1.82 26.90
H 10.40 1.86 24.36
H 14.67 1.15 17.35
H 10.42 -3.28 22.69
H 5.78 8.88 26.80
H 11.97 6.48 27.27
H 10.51 4.74 23.26
H 11.30 2.48 19.30
H 13.21 0.21 18.93
H 6.23 1.43 20.90
H 15.51 1.46 23.53
H 8.81 -1.76 26.09
H 13.73 0.69 30.22
H 8.02 1.44 21.07
H 13.44 8.63 28.56
H 6.61 2.07 18.90
H 8.42 -0.17 24.62
H 13.08 -0.24 22.11
H 15.01 5.38 20.87
H 11.66 8.56 28.19
H 17.21 1.22 23.43
H 13.52 1.44 31.84
H 16.13 1.87 29.98
H 17.49 3.02 30.06
H 7.20 -1.72 26.89
H 8.57 2.01 27.63
H 16.47 4.72 22.70
H 12.24 4.02 26.57
H 8.92 -0.59 28.38
H 17.10 -0.61 22.09
H 13.65 2.57 17.03
H 16.01 4.75 29.58
H 17.30 6.18 22.55
H 16.28 6.53 24.83
H 9.68 0.07 27.03
H 12.03 1.40 20.49
H 13.28 -2.43 23.50
H 13.16 -1.36 24.71
H 13.32 6.49 21.87
H 6.01 5.45 26.78